125
Properties=species:S:1:pos:R:3:forces:R:3 method="wB97M-V/def2-TZVPD" s2=3.7613 total_charge=+2 spin_multiplicity=4 orbital_gap_ev="4.6 / 3.0" lumo_ev="-7.03 / -8.55" e_homo_ev="-11.58 / -11.58" total_energy_ha=-3724.9702
C -0.314403 -1.616118 -2.184200 -2.087 -0.657 -0.591
C -6.057313 0.465752 -0.702140 0.251 -0.615 1.504
C 5.044737 -0.208168 2.149940 -0.589 -0.139 0.872
H -6.289983 3.719232 1.874020 -0.410 0.429 -0.274
H -1.860113 1.004262 -0.730240 0.082 -0.126 -0.224
H -2.635083 -2.414308 -0.427480 -0.157 0.510 -1.374
N -1.330283 -4.116778 -2.392440 -0.725 3.839 1.255
H -2.243403 -0.179508 0.484330 -0.460 -0.031 0.265
H -2.287763 -6.414048 -1.932320 -0.268 -0.688 0.541
C 2.439617 -1.747298 5.318210 2.041 -0.470 -0.313
C -0.026103 4.218732 -0.993240 0.475 1.342 -0.094
O -3.732243 2.524072 2.240580 0.017 0.462 -0.631
C 1.097797 2.531752 -4.308380 -0.160 1.892 0.671
H 3.096307 -2.193168 1.251550 -0.028 0.179 -0.129
O 2.706497 5.098332 -1.268480 0.298 0.538 0.600
H -1.031853 4.617992 -1.124280 -0.240 -0.663 -0.389
C -4.534613 0.316522 -0.760870 -1.108 1.733 -0.483
C -0.070493 -3.219838 -2.344490 1.647 0.925 0.887
H 0.787287 6.361062 -2.697850 -0.082 0.321 0.159
H 1.969817 -2.367658 6.081460 -0.293 0.087 -0.175
H 2.874177 -4.325288 5.452870 -0.245 0.025 -0.107
H 1.383197 -2.723778 -0.897890 0.346 -0.242 -0.343
H 3.478637 -0.655968 6.748980 0.278 0.793 -0.193
H 0.677487 -4.353118 0.908090 0.252 0.413 -0.223
H 2.812207 1.610792 -3.545730 0.459 0.159 0.532
H -6.066563 3.191552 0.188990 -0.288 0.418 0.098
C 0.349807 5.507322 -3.215380 0.399 0.069 1.315
H -4.408903 0.533342 -1.821670 1.023 -0.077 -0.172
C -6.532593 0.470082 0.771530 0.562 1.011 0.198
H 5.447347 -0.081358 5.156510 0.148 0.167 -0.342
H 1.464687 -4.443038 -1.301930 0.083 0.042 -0.783
H -4.669803 2.953202 -1.137380 0.281 0.536 -0.022
C -5.850683 1.669042 1.631030 -2.313 -1.568 -1.033
H -4.003613 -3.436358 -1.277480 -0.053 0.968 0.314
H -4.269043 -0.730698 -0.616310 0.381 0.262 0.629
H 5.239367 3.230492 -3.549750 -0.372 0.030 -0.289
H 2.876397 -4.906708 3.761490 -0.612 0.363 -0.165
H -1.488383 -4.942468 0.978760 -1.030 -0.411 -0.407
H -0.325393 -2.951818 0.386140 -0.434 -0.132 1.004
H 0.715297 1.675992 -4.864680 0.299 -0.246 0.383
H -0.769873 -5.930608 -0.311230 0.030 -0.011 0.026
H -5.792043 0.446862 3.513710 0.358 -0.195 -0.502
C 0.058517 -3.935068 0.114230 -1.766 -0.173 -0.099
C 3.138737 4.947922 -4.327880 1.045 0.732 0.593
H -2.921763 2.699752 -1.444570 -0.215 -0.215 -0.419
C -6.129113 1.400532 3.107500 -0.716 0.160 0.667
H -0.040023 3.242702 -0.508200 -0.095 -0.004 -0.166
H 6.884887 -1.541468 3.428750 -0.088 0.553 -0.273
C 0.752677 4.240242 -2.336610 -1.869 -1.441 -1.387
H -3.722363 -5.497088 -2.217210 -0.231 0.068 -0.124
H 0.309107 4.984862 -0.294110 0.637 0.022 0.215
H -0.722623 2.935852 -3.314050 -0.181 0.483 0.121
C 4.557927 3.486772 -2.738540 -0.473 1.132 -0.160
H 1.857407 -3.012768 -3.358470 -0.182 -0.055 0.342
H -5.751173 2.158842 3.793240 0.217 0.248 -0.295
H 3.934177 0.586252 4.567000 -0.220 -0.005 -0.120
H -7.616203 0.580002 0.814050 -0.015 0.318 0.073
H 1.012647 -4.568988 -3.579330 0.344 0.017 -0.139
H -1.239463 -1.391538 -1.653230 -0.225 -0.324 0.027
C 0.889697 -3.487558 -3.520360 -1.223 -0.386 -0.788
C -2.345973 0.877132 0.237170 0.132 0.648 -0.143
H -6.341293 1.369652 -1.241030 -0.276 -0.017 0.120
Ni 2.769217 3.288222 -0.123860 -0.863 -1.751 -2.369
H 4.177387 5.176072 -4.567160 0.148 -0.246 -0.011
C -1.140323 -4.938248 -0.054170 1.558 1.845 -0.243
H 5.749617 0.552782 2.484910 0.254 -0.113 -0.220
H -0.725063 5.682642 -3.170690 0.015 -0.350 0.060
H 3.038437 2.460112 -5.029420 0.717 0.463 0.237
H 5.415437 -0.801558 1.314140 0.272 0.092 0.159
H -6.358713 -0.482158 1.272630 0.479 -0.148 -0.143
N 3.510327 -1.879208 3.052810 -1.559 0.634 0.999
C -3.700673 2.746162 -0.683480 0.250 0.028 -0.237
C -2.160873 -4.461678 -1.141240 0.598 -2.214 2.555
H -3.582963 -6.113098 -0.624330 0.702 -0.016 0.227
O 3.094227 1.275042 -0.429650 4.603 2.192 -0.379
H 0.894847 3.384352 -4.956440 -0.159 0.041 -0.364
H 0.525277 -3.139738 -4.486960 -0.190 0.065 0.025
C -3.135813 -3.362728 -0.622040 1.266 0.251 -0.308
N 2.206637 4.109752 -2.108500 -0.236 -1.998 0.671
H -1.714083 1.436382 0.927140 -0.229 0.138 0.216
C 4.714817 -1.128628 3.364970 0.404 0.027 1.011
O 1.105947 1.167382 -0.035650 -5.616 4.632 0.361
C 3.749447 -1.212608 5.851810 0.742 0.427 -0.361
H -3.372733 -3.449808 0.438330 -0.391 -1.477 -0.058
H -7.200793 1.396882 3.306470 -0.209 0.070 -0.277
H 5.991037 -2.924098 2.993100 -0.489 0.050 -0.224
C 2.596717 2.559192 -4.037870 -0.943 -1.306 -0.004
C 5.922337 -2.022678 3.602050 1.392 -0.756 0.324
H 0.392197 -1.019578 -1.607190 0.680 -0.878 -0.127
O 2.110197 -0.548428 0.248360 2.409 -2.805 0.051
H -2.274563 -4.595488 -3.845680 -0.965 -0.508 -0.824
C 2.682157 -2.629398 4.023110 -1.194 0.322 1.097
H 4.704417 2.678022 -2.022600 -0.709 -0.257 0.148
C 3.129387 -4.077738 4.422480 1.624 0.853 -0.060
H 4.149157 0.296632 1.787710 -0.184 0.058 0.176
C 0.325777 2.861442 -3.025240 -0.415 0.335 -0.584
H 2.933117 5.859252 -1.808150 0.359 0.849 0.016
C 0.787887 -3.603918 -1.140930 0.745 -0.954 0.889
O 3.666207 -2.622928 1.893510 0.405 -0.888 -0.681
N -4.436213 1.613482 1.418770 1.205 -1.606 -0.762
H -3.410153 1.985172 2.966840 0.040 -0.127 0.100
H 2.783017 5.906422 -3.949930 -0.289 -0.001 -0.131
H 0.285527 2.041422 -2.308270 0.656 0.045 0.262
H 4.218287 -4.080268 4.373740 0.201 -0.073 0.286
H 2.678727 4.708952 -5.286720 -0.361 -0.002 0.377
H 0.631657 -3.211788 4.228420 -0.216 0.522 0.101
H -3.328403 3.515832 -0.007360 -0.583 0.227 0.139
H 1.206017 -3.411478 2.622240 0.327 -0.250 -0.031
H 0.962427 -1.786898 3.068180 -0.459 0.216 0.578
H -7.623693 2.876712 0.940450 0.077 -0.056 0.455
H 0.669377 5.658362 -4.246480 0.021 -0.909 0.090
C 1.275067 -2.745458 3.482320 -0.141 -0.474 -1.430
C 3.095847 3.816462 -3.268150 1.341 -1.588 -1.151
H -6.450743 -0.407578 -1.222340 -0.415 0.167 -0.104
H 1.928587 -0.790848 5.207860 -0.947 -0.502 -0.836
C -6.554783 2.961962 1.136100 1.388 -0.223 0.222
O -2.160613 -3.744518 -3.416170 1.478 -0.493 0.341
H 6.057327 -2.347218 4.633820 -0.553 -0.119 0.167
C -3.792933 1.439702 0.069390 0.567 -1.840 0.985
C -2.983853 -5.728128 -1.449540 -0.039 0.852 -1.838
H -0.468893 -1.135568 -3.150280 0.206 -0.252 -0.192
H 4.405887 -1.957958 6.300860 0.229 -0.388 -0.594
H 4.989137 4.386352 -2.299330 0.087 0.111 0.061
C 4.481087 -0.343218 4.725370 -0.421 -1.054 0.611
N 2.130717 0.599142 -0.052770 -1.022 -1.894 0.506